This record from the Open Molecules 2025 dataset describes the ion C7H14N with charge +1 in a non-equilibrium geometry. The level of theory is ωB97M-V/def2-TZVPD.

The geometry in ORCA input format:
```
! wB97M-V def2-TZVPD RIJCOSX def2/J DEFGRID3
* xyz 1 1
C 1.37 0.12 -0.07
C 0.83 1.14 -0.71
C -1.35 0.03 -0.55
C 0.65 -1.06 0.40
C 0.40 -1.22 1.86
C 0.75 -2.29 -0.43
C -1.12 2.44 -0.23
N -0.63 1.23 -0.94
H 2.44 0.16 0.10
H 1.38 1.99 -1.08
H -1.64 -0.62 -1.35
H -2.03 0.14 0.28
H -0.40 -1.93 2.04
H 0.17 -0.27 2.35
H 1.30 -1.62 2.34
H 1.69 -2.79 -0.23
H 0.72 -2.06 -1.50
H -0.06 -2.98 -0.19
H -1.08 2.25 0.84
H -0.50 3.30 -0.47
H -2.16 2.65 -0.51
H -0.75 1.37 -1.95
*
```

Calculated values
- highest occupied orbital energy (alpha / beta) (eV) = -12.5 / -12.5
- Kohn-Sham gap (alpha / beta) (eV) = 8.7667 / 8.7678
- LUMO energy (alpha / beta) (hartree) = -0.1387 / -0.1386

Want to see where the charge sits? The Löwdin charges in e are: number 1, C, carries -0.0324; number 2, C, carries -0.0368; number 3, C, carries 0.0506; number 4, C, carries -0.2757; number 5, C, carries -0.0400; number 6, C, carries -0.0474; number 7, C, carries 0.0050; number 8, N, carries -0.1943; number 9, H, carries 0.1465; number 10, H, carries 0.1328; number 11, H, carries 0.0837; number 12, H, carries 0.0803; number 13, H, carries 0.0981; number 14, H, carries 0.0906; number 15, H, carries 0.1092; number 16, H, carries 0.1078; number 17, H, carries 0.0926; number 18, H, carries 0.0979; number 19, H, carries 0.1150; number 20, H, carries 0.1084; number 21, H, carries 0.1153; number 22, H, carries 0.1926


This record from the Open Molecules 2025 dataset describes the ion C7H14N with charge +1 in a non-equilibrium geometry. The level of theory is ωB97M-V/def2-TZVPD.

The geometry in ORCA input format:
```
! wB97M-V def2-TZVPD RIJCOSX def2/J DEFGRID3
* xyz 1 1
C -0.87 0.92 2.12
C -0.95 1.15 0.55
C 1.35 0.98 0.99
C 0.50 -1.12 1.79
C 0.58 0.39 2.18
C 0.33 0.44 -0.05
C 0.54 -1.00 0.31
N -0.68 -1.65 -0.20
H -1.22 1.80 2.70
H -1.62 0.15 2.41
H -1.85 0.61 0.13
H -0.97 2.22 0.32
H 2.41 0.69 0.86
H 1.41 2.03 0.94
H 1.39 -1.68 2.23
H -0.40 -1.68 2.11
H 1.12 0.59 3.10
H 0.47 0.66 -1.12
H 1.32 -1.40 -0.18
H -1.51 -1.29 0.27
H -0.46 -2.69 -0.19
H -0.89 -1.34 -1.17
*
```

Calculated values
- highest occupied orbital energy (eV) = -14.8
- Kohn-Sham gap (eV) = 11.3176
- LUMO energy (hartree) = -0.1295
- SMILES = [NH3+][C@@H]1C[C@@H]2CC[C@H]1C2

Want to see where the charge sits? The Löwdin charges in e are: number 1, C, carries -0.1065; number 2, C, carries -0.1005; number 3, C, carries -0.0966; number 4, C, carries -0.0809; number 5, C, carries -0.2601; number 6, C, carries -0.2386; number 7, C, carries -0.3096; number 8, N, carries 0.2064; number 9, H, carries 0.1263; number 10, H, carries 0.1059; number 11, H, carries 0.1079; number 12, H, carries 0.1258; number 13, H, carries 0.1454; number 14, H, carries 0.1109; number 15, H, carries 0.1527; number 16, H, carries 0.1324; number 17, H, carries 0.1410; number 18, H, carries 0.1584; number 19, H, carries 0.1333; number 20, H, carries 0.1417; number 21, H, carries 0.2175; number 22, H, carries 0.1873


This record from the Open Molecules 2025 dataset describes an isolated molecule of C7H14N2 in a non-equilibrium geometry. The level of theory is ωB97M-V/def2-TZVPD.

The geometry in ORCA input format:
```
! wB97M-V def2-TZVPD RIJCOSX def2/J DEFGRID3
* xyz 0 1
C -0.46 0.20 -0.85
C -1.17 -0.95 2.06
C 1.50 -1.62 -0.54
C 0.34 0.69 -2.06
C -1.25 1.37 -0.27
C 0.99 0.20 1.26
C 0.50 -0.75 0.20
N 0.09 -1.20 1.42
N 1.53 1.29 1.17
H -1.16 -0.58 -1.17
H 1.20 2.07 1.74
H -1.23 0.06 2.50
H -2.02 -1.09 1.39
H -1.28 -1.65 2.90
H 2.27 -1.01 -1.02
H 0.98 -2.22 -1.28
H 2.00 -2.30 0.15
H 0.76 -0.14 -2.64
H -0.31 1.25 -2.75
H 1.16 1.34 -1.76
H -0.62 2.22 -0.01
H -1.86 1.09 0.59
H -1.96 1.74 -1.02
*
```

Calculated values
- highest occupied orbital energy (eV) = -7.7
- Kohn-Sham gap (eV) = 8.5799
- LUMO energy (hartree) = 0.0330
- SMILES = [H]/N=C1\N(C)[C@@]1(C)C(C)C

Want to see where the charge sits? The Löwdin charges in e are: number 1, C, carries -0.3037; number 2, C, carries -0.1229; number 3, C, carries -0.0340; number 4, C, carries -0.0902; number 5, C, carries -0.0940; number 6, C, carries -0.1937; number 7, C, carries -0.4570; number 8, N, carries 0.0263; number 9, N, carries 0.1640; number 10, H, carries 0.1237; number 11, H, carries 0.0636; number 12, H, carries 0.0804; number 13, H, carries 0.0852; number 14, H, carries 0.0759; number 15, H, carries 0.0802; number 16, H, carries 0.0778; number 17, H, carries 0.0817; number 18, H, carries 0.0670; number 19, H, carries 0.0782; number 20, H, carries 0.0834; number 21, H, carries 0.0730; number 22, H, carries 0.0544; number 23, H, carries 0.0807


This record from the Open Molecules 2025 dataset describes a cluster of 2 separate species, C7H14N2 in total in a non-equilibrium geometry. The level of theory is ωB97M-V/def2-TZVPD.

The geometry in ORCA input format:
```
! wB97M-V def2-TZVPD RIJCOSX def2/J DEFGRID3
* xyz 0 1
C 0.16 -1.31 -0.57
C 2.38 0.81 -1.03
C -1.61 -0.34 1.34
C -1.72 1.06 -0.78
C 1.50 0.51 0.11
C -0.87 0.37 0.25
N 0.56 -2.29 0.39
C 0.31 1.13 0.70
N 1.42 0.39 1.39
H -0.22 -2.66 0.91
H 1.22 -1.91 1.06
H 0.85 -1.24 -1.41
H -0.78 -1.61 -1.03
H 0.25 2.21 0.80
H 3.05 -0.03 -1.22
H 1.81 1.01 -1.94
H 2.97 1.70 -0.78
H -2.34 -1.05 0.95
H -2.17 0.40 1.94
H -0.91 -0.83 2.01
H -2.32 1.86 -0.32
H -1.11 1.49 -1.57
H -2.43 0.35 -1.22
*
```

Calculated values
- highest occupied orbital energy (eV) = -7.8
- Kohn-Sham gap (eV) = 8.6171
- LUMO energy (hartree) = 0.0316

Want to see where the charge sits? The Löwdin charges in e are: number 1, C, carries -0.1605; number 2, C, carries -0.0187; number 3, C, carries -0.0776; number 4, C, carries -0.0586; number 5, C, carries -0.3675; number 6, C, carries -0.3764; number 7, N, carries -0.0112; number 8, C, carries -0.2724; number 9, N, carries 0.1751; number 10, H, carries 0.0623; number 11, H, carries 0.0574; number 12, H, carries 0.0769; number 13, H, carries 0.0801; number 14, H, carries 0.1352; number 15, H, carries 0.0842; number 16, H, carries 0.0819; number 17, H, carries 0.0952; number 18, H, carries 0.0836; number 19, H, carries 0.0924; number 20, H, carries 0.0714; number 21, H, carries 0.0873; number 22, H, carries 0.0802; number 23, H, carries 0.0799


This record from the Open Molecules 2025 dataset describes an isolated molecule of C7H14N2 in a non-equilibrium geometry. The level of theory is ωB97M-V/def2-TZVPD.

The geometry in ORCA input format:
```
! wB97M-V def2-TZVPD RIJCOSX def2/J DEFGRID3
* xyz 0 1
C -1.89 -0.26 -0.37
C -1.56 1.21 0.02
C -0.09 1.13 0.48
C 0.30 0.22 1.65
C 0.87 -1.00 -0.45
C -0.68 -1.15 -1.01
C 1.70 0.27 -0.92
H -2.17 -0.79 0.58
H -2.83 -0.39 -0.89
H -1.72 1.83 -0.85
H -2.27 1.43 0.82
H -0.05 0.32 -0.09
H 1.03 0.71 2.31
H -0.47 -0.02 2.35
H 1.71 -1.24 1.42
H 1.44 -1.83 -0.87
H -0.73 -1.06 -2.18
H -0.93 -2.20 -0.63
H 2.69 0.21 -0.59
H 1.85 0.33 -2.00
H 1.93 1.79 0.45
N 0.75 -1.10 1.02
N 1.13 1.58 -0.24
*
```

Calculated values
- highest occupied orbital energy (eV) = -8.4
- Kohn-Sham gap (eV) = 9.3949
- LUMO energy (hartree) = 0.0361
- SMILES = C1C[C@H]2CN[C@@H](C1)CN2

Want to see where the charge sits? The Löwdin charges in e are: number 1, C, carries -0.1757; number 2, C, carries -0.1259; number 3, C, carries -0.3455; number 4, C, carries -0.1447; number 5, C, carries -0.3293; number 6, C, carries -0.0964; number 7, C, carries -0.1204; number 8, H, carries 0.1086; number 9, H, carries 0.0914; number 10, H, carries 0.1046; number 11, H, carries 0.1011; number 12, H, carries -0.0387; number 13, H, carries 0.1080; number 14, H, carries 0.0935; number 15, H, carries 0.1232; number 16, H, carries 0.1296; number 17, H, carries 0.1290; number 18, H, carries 0.1119; number 19, H, carries 0.0772; number 20, H, carries 0.0993; number 21, H, carries 0.1173; number 22, N, carries -0.0224; number 23, N, carries 0.0044


This record from the Open Molecules 2025 dataset describes a cluster of 2 separate species, C7H14N2 in total in a non-equilibrium geometry. The level of theory is ωB97M-V/def2-TZVPD.

The geometry in ORCA input format:
```
! wB97M-V def2-TZVPD RIJCOSX def2/J DEFGRID3
* xyz 1 2
C -0.99 0.15 -1.72
C -2.41 -0.07 -1.06
C -0.35 1.30 -0.99
C -0.31 1.64 0.40
C 1.40 2.53 -0.67
N 0.70 1.89 -1.60
N 0.75 2.43 0.56
H -0.36 -0.74 -1.66
H -1.01 0.31 -2.79
H -2.77 -1.07 -1.31
H -0.97 1.11 1.06
H 2.23 3.20 -0.79
H 1.16 2.70 1.44
H -3.19 0.53 -1.49
H -2.16 -0.05 0.00
C 0.49 -1.89 0.86
C 1.71 -1.97 1.79
H 0.59 -1.49 -0.14
H 0.04 -2.87 0.67
H -0.40 -1.50 1.38
H 1.54 -2.77 2.50
H 1.75 -1.06 2.38
H 2.57 -2.29 1.19
*
```

Calculated values
- highest occupied orbital energy (alpha / beta) (eV) = -14.8 / -14.8
- Kohn-Sham gap (alpha / beta) (eV) = 10.9149 / 6.9792
- LUMO energy (alpha / beta) (hartree) = -0.1425 / -0.2874

Want to see where the charge sits? The Löwdin charges in e are: number 1, C, carries -0.1367; number 2, C, carries -0.0464; number 3, C, carries -0.1707; number 4, C, carries 0.0782; number 5, C, carries -0.0143; number 6, N, carries 0.1586; number 7, N, carries 0.1445; number 8, H, carries 0.1117; number 9, H, carries 0.1288; number 10, H, carries 0.0856; number 11, H, carries 0.1420; number 12, H, carries 0.1549; number 13, H, carries 0.1818; number 14, H, carries 0.0851; number 15, H, carries 0.0451; number 16, C, carries -0.1788; number 17, C, carries -0.1366; number 18, H, carries 0.0334; number 19, H, carries 0.0737; number 20, H, carries 0.0631; number 21, H, carries 0.0662; number 22, H, carries 0.0544; number 23, H, carries 0.0764


This record from the Open Molecules 2025 dataset describes a cluster of 2 separate species, C7H14N2 in total in a non-equilibrium geometry. The level of theory is ωB97M-V/def2-TZVPD.

The geometry in ORCA input format:
```
! wB97M-V def2-TZVPD RIJCOSX def2/J DEFGRID3
* xyz 1 2
C 1.10 -1.12 -2.44
C 2.17 1.74 -0.64
C 1.36 0.21 -1.90
C 1.15 1.45 -2.52
N 1.95 0.43 -0.70
N 1.54 2.43 -1.67
H 2.58 2.15 0.28
H 1.87 3.31 -2.07
H 0.70 1.69 -3.47
H 1.98 -1.44 -3.03
H 0.24 -1.17 -3.09
H 1.05 -1.86 -1.64
C -1.17 -0.36 1.94
C -1.42 -1.70 1.23
C -2.18 0.02 3.04
H -0.12 -0.43 2.24
H -1.29 0.43 1.18
H -1.83 -2.42 1.94
H -0.48 -2.01 0.76
H -1.69 0.81 3.62
H -3.16 0.35 2.71
H -2.22 -1.68 0.47
H -2.12 -0.82 3.74
*
```

Calculated values
- highest occupied orbital energy (alpha / beta) (eV) = -13.6 / -13.6
- Kohn-Sham gap (alpha / beta) (eV) = 9.2452 / 5.4950
- LUMO energy (alpha / beta) (hartree) = -0.1598 / -0.2976

Want to see where the charge sits? The Löwdin charges in e are: number 1, C, carries 0.0226; number 2, C, carries -0.0112; number 3, C, carries -0.2410; number 4, C, carries 0.0804; number 5, N, carries 0.1728; number 6, N, carries 0.1458; number 7, H, carries 0.1554; number 8, H, carries 0.1831; number 9, H, carries 0.1623; number 10, H, carries 0.1249; number 11, H, carries 0.1010; number 12, H, carries 0.1017; number 13, C, carries -0.3314; number 14, C, carries -0.1257; number 15, C, carries -0.1097; number 16, H, carries 0.0896; number 17, H, carries 0.0822; number 18, H, carries 0.0701; number 19, H, carries 0.0482; number 20, H, carries 0.0668; number 21, H, carries 0.0721; number 22, H, carries 0.0663; number 23, H, carries 0.0736


This record from the Open Molecules 2025 dataset describes the ion C7H14N2 with charge +2 in a non-equilibrium geometry. The level of theory is ωB97M-V/def2-TZVPD.

The geometry in ORCA input format:
```
! wB97M-V def2-TZVPD RIJCOSX def2/J DEFGRID3
* xyz 2 3
C 0.94 1.23 -1.17
C 1.98 0.40 -1.02
C -0.28 1.14 -0.50
C 1.78 -0.91 -0.38
C 0.33 -1.35 -0.27
C -0.16 -0.29 1.83
C -2.01 -0.53 0.09
N -1.10 2.12 -0.35
N -0.59 -0.40 0.43
H 1.14 2.16 -1.75
H 3.04 0.55 -1.30
H 2.21 -1.59 -1.13
H 2.34 -0.98 0.57
H -0.06 -1.79 -1.28
H 0.44 -2.32 0.42
H -0.47 0.73 2.05
H -0.60 -1.02 2.55
H 0.90 -0.39 1.78
H -2.38 -1.50 0.28
H -2.72 0.02 0.64
H -2.08 -0.37 -0.98
H -0.76 2.91 -0.87
H -1.90 2.18 0.36
*
```

Calculated values
- highest occupied orbital energy (alpha / beta) (eV) = -16.2 / -20.2
- Kohn-Sham gap (alpha / beta) (eV) = 8.1932 / 7.3583
- LUMO energy (alpha / beta) (hartree) = -0.2960 / -0.4717

Want to see where the charge sits? The Löwdin charges in e are: number 1, C, carries 0.0987; number 2, C, carries 0.0388; number 3, C, carries -0.1221; number 4, C, carries -0.1454; number 5, C, carries -0.1268; number 6, C, carries 0.0473; number 7, C, carries 0.0058; number 8, N, carries 0.2707; number 9, N, carries -0.1978; number 10, H, carries 0.1845; number 11, H, carries 0.1711; number 12, H, carries 0.1641; number 13, H, carries 0.1488; number 14, H, carries 0.1908; number 15, H, carries 0.1992; number 16, H, carries 0.1136; number 17, H, carries 0.1524; number 18, H, carries 0.0893; number 19, H, carries 0.1173; number 20, H, carries 0.1006; number 21, H, carries 0.1202; number 22, H, carries 0.1632; number 23, H, carries 0.2157


Values of ΔE to the lowest compared entry with this formula, charge and spin, in order: 2.563 0.407 4.643 4.321 5.092 0.966 0.722 1.956, all in eV.
Values of molar mass, in order: 112.20 112.20 126.20 126.20 126.20 126.20 126.20 126.20, all in g/mol.